(1)
2 unconnected molecules or ions with the total composition C4H5N3 in a non-equilibrium geometry. Source: the Open Molecules 2025 dataset; level of theory: ωB97M-V/def2-TZVPD.

```
! wB97M-V def2-TZVPD RIJCOSX def2/J DEFGRID3
* xyz 0 1
C -1.59 0.70 0.52
N -0.05 -0.38 -0.79
C 1.04 -0.74 -0.27
C 2.08 -1.39 -1.03
N 2.90 -1.88 -1.67
C 0.73 1.44 1.70
N -0.19 1.42 0.95
H -1.81 -0.39 0.45
H -1.96 1.14 -0.41
H -2.05 1.06 1.41
H -0.21 -0.59 -1.76
H 1.25 -0.49 0.78
*
```

Properties
**HOMO**: -10.719 eV
**LUMO**: -0.33 eV
**Maximum force**: 0.044 hartree/bohr
**Kohn-Sham gap**: 10.39 eV
**Energy**: -8694.7562 eV
**ΔE to the lowest compared entry with this formula, charge and spin**: 116.6 kcal per mole


(2)
6 unconnected molecules or ions with the total composition C25H55N6O7 in a non-equilibrium geometry. Source: the Open Molecules 2025 dataset; level of theory: ωB97M-V/def2-TZVPD.

```
! wB97M-V def2-TZVPD RIJCOSX def2/J DEFGRID3
* xyz -1 1
C 6.08 0.80 -1.32
C 5.95 2.16 -0.64
C 4.50 2.64 -0.49
C 4.03 3.62 -1.63
N 2.88 4.39 -1.32
C 1.67 3.76 -1.71
C 0.90 3.05 -0.56
C -0.22 2.08 -1.03
C -0.07 0.66 -0.53
O -0.44 0.33 0.58
O 0.42 -0.31 -1.38
C 1.86 -0.23 -1.60
C 2.11 0.20 -3.03
H 5.89 0.85 -2.39
H 5.40 0.09 -0.84
H 7.09 0.40 -1.20
H 6.40 2.07 0.35
H 6.54 2.91 -1.19
H 4.40 3.19 0.44
H 3.84 1.77 -0.48
H 3.89 3.00 -2.54
H 4.90 4.28 -1.78
H 0.99 4.55 -2.07
H 1.81 3.07 -2.57
H 1.62 2.57 0.10
H 0.44 3.84 0.03
H -1.16 2.40 -0.58
H -0.36 2.11 -2.11
H 2.29 -1.20 -1.40
H 2.25 0.48 -0.88
H 3.17 0.27 -3.25
H 1.61 1.14 -3.21
H 1.67 -0.58 -3.66
C 2.25 1.88 4.76
O 2.34 2.80 3.98
N 1.75 0.66 4.48
C 1.67 -0.38 5.48
C 1.28 0.37 3.13
H 2.57 1.97 5.82
H 2.26 -1.25 5.16
H 0.63 -0.69 5.60
H 2.04 -0.03 6.44
H 2.10 0.50 2.42
H 0.49 1.06 2.85
H 0.91 -0.65 3.08
C -1.12 -0.01 -4.61
O -0.45 0.65 -5.38
N -1.69 -1.19 -4.91
C -2.48 -1.93 -3.96
C -1.49 -1.72 -6.25
H -1.32 0.32 -3.58
H -2.04 -2.91 -3.78
H -3.50 -2.06 -4.34
H -2.52 -1.39 -3.02
H -0.42 -1.86 -6.43
H -1.86 -1.01 -6.99
H -2.00 -2.67 -6.36
C -0.55 -2.31 8.31
O 0.14 -1.49 7.72
N -0.98 -3.46 7.78
C -1.83 -4.38 8.51
C -0.59 -3.78 6.42
H -0.89 -2.15 9.35
H -1.33 -5.35 8.61
H -2.77 -4.51 7.97
H -2.03 -3.99 9.51
H 0.49 -3.84 6.34
H -0.94 -3.01 5.73
H -1.03 -4.74 6.14
C -5.38 -3.53 6.29
O -4.63 -4.41 6.70
N -5.12 -2.22 6.36
C -6.04 -1.22 5.85
C -3.86 -1.78 6.95
H -6.35 -3.76 5.82
H -5.56 -0.63 5.06
H -6.35 -0.55 6.65
H -6.92 -1.71 5.43
H -3.02 -2.20 6.41
H -3.80 -2.12 7.99
H -3.81 -0.70 6.93
C -2.59 0.34 -9.86
O -2.71 -0.45 -8.95
N -1.67 1.31 -9.89
C -1.56 2.25 -11.00
C -0.74 1.42 -8.77
H -3.25 0.33 -10.75
H -0.57 2.17 -11.46
H -1.70 3.27 -10.64
H -2.32 2.03 -11.74
H -0.17 0.50 -8.66
H -1.29 1.59 -7.84
H -0.06 2.25 -8.94
*
```

Properties
**HOMO**: -1.433 eV
**LUMO**: 1.83 eV
**Maximum force**: 0.027 hartree/bohr
**Kohn-Sham gap**: 3.26 eV
**Energy**: -50088.9882 eV
**ΔE to the lowest compared entry with this formula, charge and spin**: 0.0 kcal per mole


(3)
A molecular structure, C24H34IrN in a non-equilibrium geometry. Source: the Open Molecules 2025 dataset; level of theory: ωB97M-V/def2-TZVPD.

```
! wB97M-V def2-TZVPD RIJCOSX def2/J DEFGRID3
* xyz 1 6
C -2.05 -1.02 0.12
C -1.66 -0.55 -1.25
C -2.34 0.72 -1.44
C -2.96 1.10 -0.24
C -2.84 0.07 0.70
Ir -0.07 -0.34 0.13
C 2.09 1.25 1.61
C 1.37 -0.10 1.74
H 2.05 -0.95 1.84
C 0.05 -0.17 2.23
H -0.39 0.73 2.65
H -0.29 -1.11 2.67
C 3.38 1.16 2.43
H 3.98 0.34 2.03
H 3.94 2.08 2.37
H 3.11 0.94 3.47
C 1.18 2.42 2.09
H 0.22 2.36 1.54
H 1.01 2.42 3.18
H 1.64 3.38 1.81
C -1.39 -1.52 -2.35
H -0.60 -2.21 -2.04
H -2.27 -2.11 -2.62
H -1.04 -0.99 -3.25
C -2.52 1.37 -2.76
H -1.72 1.10 -3.44
H -3.47 1.06 -3.22
H -2.55 2.46 -2.67
C -3.78 2.34 -0.08
H -3.31 3.20 -0.57
H -4.78 2.22 -0.52
H -3.91 2.58 0.98
C -3.52 0.00 2.01
H -3.39 0.93 2.59
H -4.60 -0.17 1.89
H -3.12 -0.83 2.60
C -2.28 -2.46 0.41
H -2.68 -2.58 1.42
H -2.99 -2.90 -0.30
H -1.34 -3.01 0.34
C 1.44 0.87 -0.84
C 2.29 1.56 0.21
C 0.95 1.86 -1.80
C 3.19 2.50 -0.25
H 1.68 -0.08 -1.38
C 1.73 2.95 -2.12
H 0.07 1.60 -2.38
C 2.93 3.22 -1.42
H 4.12 2.65 0.29
H 1.46 3.60 -2.97
H 3.62 3.98 -1.78
C 2.63 -4.93 -1.08
C 2.30 -4.11 0.18
C 1.37 -3.02 -0.05
N 0.79 -2.01 -0.10
H 1.73 -5.23 -1.62
H 3.17 -5.84 -0.80
H 3.28 -4.36 -1.75
H 1.86 -4.76 0.94
H 3.23 -3.68 0.59
*
```

Properties
**HOMO (spin up / spin down)**: -8.508 / -10.909 eV
**Expectation value of S²**: 8.80
**LUMO (spin up / spin down)**: -2.23 / -5.77 eV
**Maximum force**: 0.113 hartree/bohr
**Kohn-Sham gap (spin up / spin down)**: 6.28 / 5.14 eV
**Energy**: -29754.9882 eV


(4)
A single C24H31N5S2 molecule. Source: the Open Molecules 2025 dataset; level of theory: ωB97M-V/def2-TZVPD.

```
! wB97M-V def2-TZVPD RIJCOSX def2/J DEFGRID3
* xyz 0 1
C 1.47 4.41 -3.51
C 0.98 3.08 -2.96
C 1.47 1.90 -3.80
C 0.96 0.57 -3.29
S 1.64 0.19 -1.64
C 0.26 -0.87 -1.01
S 0.22 -2.38 -2.07
C -1.51 -2.43 -2.66
C -2.46 -3.11 -1.70
C -2.15 -4.59 -1.47
C -2.42 -5.46 -2.69
N -0.96 -0.16 -1.06
C -1.26 0.27 0.10
N -2.34 1.02 0.37
C -0.25 -0.07 1.20
C -0.92 -0.49 2.40
N -1.51 -0.80 3.33
C 0.68 1.15 1.47
C -0.06 2.26 2.16
C -0.58 3.32 1.41
C -1.29 4.33 2.04
C -1.47 4.31 3.41
C -0.94 3.27 4.16
C -0.24 2.25 3.54
N 1.80 0.68 2.25
C 2.54 -0.36 1.73
C 3.95 -0.46 2.21
C 1.99 -1.24 0.88
C 0.55 -1.19 0.49
C -0.04 -2.47 0.84
N -0.50 -3.47 1.15
H 1.12 5.23 -2.89
H 2.56 4.44 -3.52
H 1.12 4.56 -4.52
H 1.34 2.95 -1.94
H -0.11 3.07 -2.94
H 1.14 2.02 -4.83
H 2.57 1.89 -3.80
H 1.24 -0.25 -3.95
H -0.13 0.59 -3.16
H -1.45 -2.97 -3.61
H -1.80 -1.40 -2.84
H -2.43 -2.59 -0.74
H -3.48 -3.01 -2.10
H -1.10 -4.68 -1.17
H -2.75 -4.94 -0.63
H -1.76 -5.20 -3.51
H -3.45 -5.34 -3.02
H -2.25 -6.51 -2.44
H -2.62 1.18 1.32
H -3.02 1.16 -0.36
H 1.02 1.50 0.47
H -0.44 3.34 0.34
H -1.69 5.14 1.45
H -2.02 5.10 3.90
H -1.08 3.24 5.23
H 0.17 1.43 4.12
H 2.33 1.42 2.69
H 3.97 -0.47 3.30
H 4.52 0.41 1.87
H 4.42 -1.36 1.83
H 2.56 -2.07 0.49
*
```

Properties
**HOMO**: -8.216 eV
**LUMO**: 0.50 eV
**Maximum force**: 0.018 hartree/bohr
**Kohn-Sham gap**: 8.71 eV
**Energy**: -54512.2254 eV
**ΔE to the lowest compared entry with this formula, charge and spin**: 0.0 kcal per mole
**Structure (SMILES)**: CCCCSC1(SCCCC)N=C(N)[C@]2(C#N)[C@@H](c3ccccc3)NC(C)=C[C@]12C#N


(5)
2 unconnected molecules or ions with the total composition C5H12NO in a non-equilibrium geometry. Source: the Open Molecules 2025 dataset; level of theory: ωB97M-V/def2-TZVPD.

```
! wB97M-V def2-TZVPD RIJCOSX def2/J DEFGRID3
* xyz 2 2
C -1.50 3.46 -0.02
C -0.86 2.17 -0.57
C -1.14 1.00 0.23
C -0.28 -0.09 0.46
N 1.10 0.06 0.39
C 1.97 -0.86 0.64
H -1.54 4.18 -0.82
H -0.98 3.81 0.86
H -2.53 3.31 0.29
H 0.22 2.29 -0.73
H -1.26 1.91 -1.57
H -2.15 1.02 0.65
H -0.62 -1.10 0.71
H 1.44 1.02 0.39
H 1.71 -1.87 0.95
H 3.02 -0.57 0.63
H 0.77 -3.81 -0.76
H 0.59 -5.07 -1.61
O 0.75 -4.76 -0.71
*
```

Properties
**HOMO (spin up / spin down)**: -17.153 / -17.150 eV
**Expectation value of S²**: 0.76
**LUMO (spin up / spin down)**: -11.39 / -13.73 eV
**Maximum force**: 0.023 hartree/bohr
**Kohn-Sham gap (spin up / spin down)**: 5.76 / 3.42 eV
**Energy**: -8894.7429 eV
**ΔE to the lowest compared entry with this formula, charge and spin**: 67.3 kcal per mole


- Which of these has the lowest energy?
  C24H31N5S2


Copy entry 4 word for word.
A single C24H31N5S2 molecule. Source: the Open Molecules 2025 dataset; level of theory: ωB97M-V/def2-TZVPD.

```
! wB97M-V def2-TZVPD RIJCOSX def2/J DEFGRID3
* xyz 0 1
C 1.47 4.41 -3.51
C 0.98 3.08 -2.96
C 1.47 1.90 -3.80
C 0.96 0.57 -3.29
S 1.64 0.19 -1.64
C 0.26 -0.87 -1.01
S 0.22 -2.38 -2.07
C -1.51 -2.43 -2.66
C -2.46 -3.11 -1.70
C -2.15 -4.59 -1.47
C -2.42 -5.46 -2.69
N -0.96 -0.16 -1.06
C -1.26 0.27 0.10
N -2.34 1.02 0.37
C -0.25 -0.07 1.20
C -0.92 -0.49 2.40
N -1.51 -0.80 3.33
C 0.68 1.15 1.47
C -0.06 2.26 2.16
C -0.58 3.32 1.41
C -1.29 4.33 2.04
C -1.47 4.31 3.41
C -0.94 3.27 4.16
C -0.24 2.25 3.54
N 1.80 0.68 2.25
C 2.54 -0.36 1.73
C 3.95 -0.46 2.21
C 1.99 -1.24 0.88
C 0.55 -1.19 0.49
C -0.04 -2.47 0.84
N -0.50 -3.47 1.15
H 1.12 5.23 -2.89
H 2.56 4.44 -3.52
H 1.12 4.56 -4.52
H 1.34 2.95 -1.94
H -0.11 3.07 -2.94
H 1.14 2.02 -4.83
H 2.57 1.89 -3.80
H 1.24 -0.25 -3.95
H -0.13 0.59 -3.16
H -1.45 -2.97 -3.61
H -1.80 -1.40 -2.84
H -2.43 -2.59 -0.74
H -3.48 -3.01 -2.10
H -1.10 -4.68 -1.17
H -2.75 -4.94 -0.63
H -1.76 -5.20 -3.51
H -3.45 -5.34 -3.02
H -2.25 -6.51 -2.44
H -2.62 1.18 1.32
H -3.02 1.16 -0.36
H 1.02 1.50 0.47
H -0.44 3.34 0.34
H -1.69 5.14 1.45
H -2.02 5.10 3.90
H -1.08 3.24 5.23
H 0.17 1.43 4.12
H 2.33 1.42 2.69
H 3.97 -0.47 3.30
H 4.52 0.41 1.87
H 4.42 -1.36 1.83
H 2.56 -2.07 0.49
*
```

Properties
**HOMO**: -8.216 eV
**LUMO**: 0.50 eV
**Maximum force**: 0.018 hartree/bohr
**Kohn-Sham gap**: 8.71 eV
**Energy**: -54512.2254 eV
**ΔE to the lowest compared entry with this formula, charge and spin**: 0.0 kcal per mole
**Structure (SMILES)**: CCCCSC1(SCCCC)N=C(N)[C@]2(C#N)[C@@H](c3ccccc3)NC(C)=C[C@]12C#N